Entry 1:
Formula: C46H30BBrF2N6OS2SbSe4W
Source: the Open Molecules 2025 dataset
Level of theory: wB97M-V/def2-TZVPD

```
95
Properties=species:S:1:pos:R:3:forces:R:3
W 0.90771 2.61763 -0.99357 0.218 -0.356 1.095
Sb -0.99554 4.12401 -3.03305 -0.506 1.032 -0.515
Br 6.34873 1.95764 -5.05689 0.072 -0.028 -0.032
Se -0.42209 3.99251 -5.31786 -0.014 -0.126 0.089
Se -0.80446 1.55162 -2.05826 -0.190 -0.262 -0.158
Se -3.04834 4.87924 -2.10058 0.054 -0.129 -0.048
Se 0.88480 5.04583 -1.54677 -0.342 0.026 -0.117
S 6.48140 3.05230 0.41986 0.082 -0.007 -0.010
S -5.13570 4.37240 2.97131 -0.110 -0.054 -0.053
F 0.86730 1.42790 1.99571 0.210 -0.058 0.024
F 1.90885 0.84922 0.04448 0.086 -0.364 0.013
O -4.51936 -10.75538 -0.36701 0.015 0.059 0.013
N -1.19350 -5.31825 -1.29434 -0.053 0.043 0.047
N 0.96274 -0.92190 -1.59358 0.023 -0.061 -0.110
N -0.57468 3.53385 0.67092 0.067 -0.290 0.005
N -0.42097 -0.22153 0.81551 0.104 0.864 0.008
N -2.47860 -4.69017 0.41130 0.068 -0.014 -0.085
N 2.12501 3.49201 0.72488 0.095 -0.057 -0.260
C 2.17645 4.83462 2.71721 0.100 -0.069 -0.121
C 4.23613 4.07301 1.70911 -0.018 -0.077 -0.131
C -1.67484 -3.61532 0.11054 0.045 0.016 -0.092
C -2.91913 -9.23460 -1.37208 0.010 0.050 0.008
C -1.89024 3.43723 0.69606 0.218 0.126 0.293
C -0.90094 -4.03188 -0.94143 -0.065 -0.037 0.079
C -4.88232 3.23278 0.69582 0.084 0.138 0.176
C -2.68705 4.02384 1.71029 0.017 -0.053 -0.103
C 3.63339 1.44079 -1.98886 -0.260 0.036 -0.042
C 5.69543 3.98017 1.63711 -0.023 0.114 0.156
C 3.44783 3.44334 0.72716 -0.167 0.217 0.277
C 3.57689 4.76867 2.70247 -0.126 -0.033 -0.039
C 1.43895 5.52724 3.73319 -0.203 0.001 0.011
C 1.54943 -2.52188 -3.27231 0.055 0.007 -0.094
C -1.28331 0.13122 1.78665 -0.064 0.026 -0.055
C -3.76950 -7.34678 0.47983 -0.006 -0.036 -0.040
C -2.04629 4.74370 2.69300 0.258 -0.020 -0.029
C 0.74591 -3.46425 -2.69731 -0.058 -0.042 0.071
C -0.64181 4.83722 2.70312 -0.313 -0.107 -0.165
C 1.47713 4.18093 1.69626 0.102 0.018 -0.033
C -1.58761 -2.31764 0.67871 -0.019 0.026 0.073
C 4.82536 2.07717 -3.95827 -0.100 0.048 -0.005
C -2.14253 -5.69194 -0.46173 0.008 -0.107 -0.032
C -4.12416 -11.76602 -1.28198 -0.013 -0.038 -0.006
C -4.33500 -8.60155 0.48102 0.082 0.070 -0.052
C -3.90932 -9.55533 -0.44707 -0.093 -0.101 0.036
C 7.94736 4.28472 2.10248 0.016 -0.031 -0.042
C 2.55225 2.29790 -2.29533 0.565 0.090 -0.112
C 3.78181 2.91264 -4.32546 0.037 0.005 -0.031
C 6.61035 4.58078 2.46086 -0.033 -0.093 -0.127
C 0.17035 -1.83469 -1.00644 0.001 0.152 0.092
C -2.32119 -0.66173 2.23756 0.078 -0.046 -0.101
C -6.26643 3.22138 0.99375 -0.036 0.010 0.036
C 1.61663 -1.25032 -2.68967 -0.138 0.026 0.218
C 2.68035 3.03291 -3.49799 -0.010 -0.338 0.257
C -6.54548 3.80390 2.19217 0.014 -0.004 0.007
C -2.77161 -7.01061 -0.43997 0.034 0.021 -0.004
C 4.75523 1.33328 -2.79393 0.069 -0.039 -0.034
C -2.35879 -7.96776 -1.35997 -0.050 -0.049 0.033
C -4.13576 3.82956 1.68025 0.022 -0.064 -0.128
C -0.60328 -1.42595 0.17273 0.258 -0.135 -0.098
C -2.44896 -1.91404 1.70152 -0.027 0.087 0.071
C 0.01791 -3.12686 -1.54619 0.057 0.046 -0.056
C 8.02426 3.46712 1.01605 0.002 0.030 0.040
C 0.05160 4.19746 1.67477 0.006 0.027 -0.014
C 0.08731 5.52358 3.72713 0.232 0.028 0.042
B 0.69522 1.04688 0.70102 -0.468 -0.317 -0.082
H 8.81154 4.66397 2.62475 0.027 0.007 0.011
H -3.15432 -4.77243 1.14793 -0.020 0.032 0.033
H -4.46417 2.85728 -0.22524 -0.015 -0.020 -0.055
H 6.34624 5.21841 3.29042 -0.007 0.022 0.028
H -4.32341 -11.46181 -2.31201 0.018 -0.011 0.007
H -3.22094 -2.58363 2.05696 -0.002 -0.023 0.000
H -3.06603 -12.00976 -1.16256 -0.015 -0.005 -0.020
H 5.56984 0.67449 -2.52558 -0.009 -0.019 0.038
H -2.60244 5.22915 3.48485 -0.061 0.015 0.004
H -1.13120 1.09616 2.24008 0.023 -0.014 -0.036
H 1.89546 3.69945 -3.81880 0.020 0.064 -0.019
H -5.10737 -8.86974 1.18741 -0.012 -0.022 0.006
H -7.02012 2.81022 0.34048 -0.028 -0.006 -0.010
H 3.84257 3.47537 -5.24673 -0.049 0.031 0.002
H -7.50785 3.93515 2.65781 -0.022 0.004 0.012
H 3.90775 2.90590 -0.08957 0.013 -0.018 -0.008
H -4.72620 -12.63664 -1.03961 0.019 0.007 -0.014
H -4.12564 -6.63091 1.21059 0.001 0.017 0.017
H 8.90952 3.09043 0.53201 0.016 -0.016 -0.019
H 3.60349 0.81460 -1.10890 0.102 0.018 -0.013
H -0.46693 6.03410 4.50316 -0.023 0.012 0.010
H -2.57913 -9.95575 -2.09984 -0.006 -0.010 0.007
H -2.34661 2.85301 -0.08662 -0.026 0.021 -0.040
H -2.97241 -0.28689 3.01196 -0.028 -0.008 0.012
H 2.21696 -0.47446 -3.14674 0.040 0.092 0.009
H -1.58872 -7.71450 -2.07451 0.019 0.035 0.000
H 0.63505 -4.45704 -3.11128 -0.012 -0.016 0.007
H 4.12579 5.27272 3.48633 0.044 0.001 0.008
H 1.98680 6.04287 4.51030 0.015 0.007 0.012
H 2.11126 -2.73358 -4.17095 0.018 0.005 -0.005
```
Positions in Å, forces in eV/Å.

As for the charge: +1. The calculation puts the highest occupied orbital energy at -9.87 eV. The value obtained for the relative energy (zero: lowest compared OMol25 entry of this formula, charge and spin) is 1.0 kcal per mole. The gap between HOMO and LUMO is 5.935 eV.

Entry 2:
Formula: C46H30Br2F3N7OSbSr
Source: the Open Molecules 2025 dataset
Level of theory: wB97M-V/def2-TZVPD

```
91
Properties=species:S:1:pos:R:3:forces:R:3
Sb 1.58109 3.23011 -0.66338 0.093 0.255 -0.018
Sr -0.10930 0.36800 -0.70498 -0.406 -0.877 -0.286
Br -4.13527 -2.40436 -2.83858 0.020 -0.008 -0.045
Br -1.11171 -2.83805 -7.57489 0.011 0.008 0.002
F 7.74610 3.99114 -0.95287 -0.002 -0.002 -0.001
F -0.38707 6.41401 -5.62168 -0.004 -0.003 0.009
F 0.06524 6.88438 4.14974 0.006 -0.005 -0.007
O -1.64673 -0.91856 -1.87233 0.129 0.177 0.055
N 3.29473 -3.61612 0.68820 -0.052 0.046 -0.036
N 4.00495 1.23194 7.95548 -0.048 -0.020 -0.087
N -1.49710 1.81547 1.08432 0.148 0.036 0.024
N 0.65306 -0.37513 -3.20581 0.010 0.017 0.060
N 1.34408 -1.75598 0.08468 -0.036 0.343 0.058
N 0.65828 0.24204 1.82236 0.037 0.070 0.134
N -2.49357 3.76366 2.78310 -0.002 -0.040 -0.048
C 1.60550 -2.76760 -0.73236 -0.111 0.070 -0.092
C 1.08731 4.54705 0.93640 0.034 0.059 0.030
C 2.90293 2.09698 6.01536 -0.004 0.107 -0.006
C 3.10825 -0.25484 6.30598 0.014 -0.108 0.013
C -0.11949 4.36855 -4.51871 -0.004 -0.076 0.001
C 2.03370 -1.66483 1.22694 0.008 -0.007 -0.036
C 3.76626 0.00441 7.49904 0.021 0.103 0.041
C 1.04931 5.74335 -2.39335 -0.032 -0.055 -0.031
C 1.84289 4.51044 2.10941 -0.028 0.047 -0.057
C 0.39876 6.12333 3.09871 -0.014 0.014 0.044
C -2.39799 -2.47207 -5.09174 -0.007 0.023 0.067
C -1.54162 -1.33167 -3.09597 0.023 0.071 0.067
C -3.05634 3.52500 1.60568 -0.007 0.031 0.100
C 3.57616 2.25307 7.21720 0.031 -0.083 0.059
C 0.03484 5.73979 -4.54630 0.005 0.030 -0.029
C -0.92316 2.03724 2.27323 -0.023 0.041 -0.021
C 1.50673 5.30316 3.19765 0.032 -0.052 -0.004
C 6.41664 3.84139 -0.89587 0.051 0.004 0.004
C 0.90736 4.35516 -2.32556 0.054 0.076 0.018
C 4.25196 4.37113 -1.73333 0.014 -0.028 0.070
C 4.50720 2.84647 0.10897 -0.033 0.027 -0.069
C 0.25390 1.19957 2.67145 0.043 -0.109 -0.034
C 2.01352 -0.54117 -5.15621 0.074 0.030 -0.013
C 5.88463 3.00035 0.06137 -0.037 -0.046 0.057
C -1.44169 3.02630 3.11053 -0.044 0.022 0.036
C -2.55825 2.55071 0.75709 0.091 -0.119 -0.070
C 2.34869 -0.39851 3.37599 0.099 -0.045 -0.007
C 1.78920 -0.12915 -3.82768 -0.048 -0.023 0.076
C 1.95717 0.60170 4.25494 0.068 -0.017 0.067
C 0.61232 6.44471 -3.50570 0.026 0.018 0.046
C -2.53382 -2.03392 -3.76578 -0.036 -0.021 0.008
C 3.67751 3.53605 -0.77682 0.021 -0.010 0.015
C -0.02183 5.39036 0.87405 0.042 -0.077 0.018
C -1.25362 -2.21992 -5.79037 -0.017 -0.044 -0.063
C -0.37314 6.18526 1.95687 -0.037 0.015 -0.079
C 1.67681 -0.55931 2.17340 -0.151 0.053 -0.032
C 3.02451 -2.60296 1.50374 0.025 -0.076 0.014
C 2.57605 -3.70899 -0.42317 0.100 -0.041 0.109
C 1.03718 -1.21582 -5.82590 -0.075 -0.034 -0.011
C -0.18858 -1.51206 -5.18783 0.087 0.039 0.007
C 2.86119 0.62074 -3.08198 -0.036 -0.040 -0.083
C 0.87997 1.39645 3.89499 -0.062 0.113 -0.008
C 0.32316 3.67946 -3.39813 0.010 0.056 0.053
C 5.62952 4.52748 -1.79839 -0.066 0.043 -0.050
C 2.66360 0.81423 5.54113 -0.055 -0.010 -0.099
C -0.33932 -1.07020 -3.85369 0.054 0.083 0.079
H 3.18673 -1.02702 3.63760 -0.014 -0.007 -0.013
H 2.72373 3.88079 2.17873 0.003 -0.002 -0.007
H 0.53829 2.15120 4.58600 -0.009 0.014 -0.023
H 1.02799 -2.81947 -1.64817 0.011 -0.016 -0.003
H 3.85211 0.34032 -3.43738 0.004 0.015 0.015
H 4.11491 -0.81387 8.11804 -0.002 0.005 0.003
H 2.59381 2.96961 5.45242 0.000 -0.016 0.005
H 2.96093 -0.32105 -5.63025 -0.011 -0.002 0.003
H 0.71422 7.51910 -3.57852 -0.004 -0.007 -0.003
H 4.08673 2.17087 0.84775 -0.009 -0.013 0.000
H -3.02690 2.35115 -0.20005 0.017 -0.005 0.000
H 2.92600 -1.27849 6.00325 0.003 0.016 0.002
H 2.75886 1.69970 -3.23079 0.006 0.009 -0.007
H 6.09387 5.17128 -2.53315 -0.001 -0.005 0.007
H 2.81608 0.41499 -2.01056 -0.003 -0.002 0.008
H 2.78010 -4.54305 -1.08230 -0.004 0.009 -0.007
H 1.50655 6.28790 -1.57505 -0.017 0.001 0.010
H -1.01113 3.24413 4.07765 0.034 -0.022 -0.007
H 3.78223 3.24471 7.60318 0.004 -0.006 0.002
H 0.20971 2.59911 -3.38098 0.007 -0.008 0.004
H -0.62252 5.44033 -0.02768 0.010 0.012 0.004
H 3.62603 -2.55481 2.40145 -0.025 0.004 0.006
H -0.57609 3.86052 -5.35727 0.005 0.007 0.001
H -1.22962 6.84525 1.92541 0.005 -0.006 0.004
H 6.54327 2.47906 0.74284 -0.004 0.004 -0.008
H 2.09733 5.31097 4.10466 -0.004 0.000 -0.005
H -3.21086 -3.01405 -5.55439 -0.001 0.001 0.005
H 3.62997 4.90889 -2.43819 0.010 -0.013 -0.010
H 1.19338 -1.53948 -6.84618 -0.014 -0.002 0.003
H -3.91974 4.11918 1.33346 -0.001 -0.019 -0.007
```
Positions in Å, forces in eV/Å.

As for the charge: +1. The calculation puts the highest occupied orbital energy at -9.47 eV. The value obtained for the relative energy (zero: lowest compared OMol25 entry of this formula, charge and spin) is 7.4 kcal per mole. The gap between HOMO and LUMO is 5.627 eV.

Entry 3:
Formula: C46H31BN3O7
Source: the Open Molecules 2025 dataset
Level of theory: wB97M-V/def2-TZVPD

```
88
Properties=species:S:1:pos:R:3:forces:R:3
O -0.30037 -4.71371 -3.51999 1.022 0.802 2.585
O 4.51398 5.47845 -5.47959 -0.176 -0.258 0.178
O 1.09912 7.64433 2.76344 0.059 -0.339 -0.070
O -6.52972 -7.60172 4.93933 0.230 0.123 -0.187
O 1.15861 1.60596 -3.99044 0.167 0.091 0.113
O 2.24239 2.48587 1.99899 -0.147 0.063 -0.089
O -2.86801 -5.85158 1.47477 -0.072 0.078 0.074
N 2.52804 -1.56944 -1.32691 -3.571 -2.613 -0.682
N 1.72470 -0.66539 -0.80119 -1.757 1.553 1.024
N -0.97016 -5.24749 -1.09142 1.137 2.001 -0.565
C 0.78927 5.93407 4.94991 -0.049 -0.090 0.173
C -2.98793 -4.57674 3.96065 -0.002 0.157 0.225
C 2.19138 6.41330 -1.08293 -0.042 -0.028 0.242
C -4.95604 -5.43602 5.73539 0.106 0.159 0.103
C 1.91528 2.50920 -4.31194 -0.622 -0.507 0.064
C 2.47407 4.18855 -0.20092 -0.015 0.083 -0.241
C -6.25485 -9.02120 2.54831 -0.030 -0.146 -0.166
C 5.43592 3.65803 -3.57320 0.095 -0.121 0.167
C 4.93302 1.74637 -2.19384 -0.187 0.023 -0.095
C -6.09027 -9.66016 1.32449 0.055 0.160 0.118
C 2.36168 4.56219 -5.66112 -0.290 0.051 -0.115
C 0.63584 5.02553 5.99051 0.047 0.013 -0.180
C 3.73795 4.61354 -5.11788 0.517 0.761 -0.436
C 3.66017 1.67765 -2.74898 0.354 0.067 0.188
C -5.48350 -7.90210 2.86051 -0.006 -0.241 -0.280
C -4.80638 -6.07017 4.50218 0.187 0.302 0.162
C 1.49261 3.53377 -5.29269 -0.149 0.105 -0.149
C 0.89592 3.67325 5.78103 0.051 0.022 -0.187
C 1.78259 -2.65970 -1.72850 0.005 -0.769 -0.391
C -4.38720 -8.06724 0.71367 -0.081 -0.176 -0.108
C 0.30419 -2.94840 -1.60957 0.357 3.948 1.184
C 1.20472 5.49212 3.69411 -0.050 -0.157 0.301
C 4.15383 3.59974 -4.12081 0.269 -0.308 0.213
C 0.65058 5.49818 -7.07884 0.126 -0.096 0.118
C 0.35711 -0.66781 -0.61637 -1.741 -1.610 -0.434
C -0.52771 -1.83181 -0.97752 5.121 -0.602 -1.064
C -3.12844 -3.95856 5.19729 -0.048 -0.119 -0.156
C -5.67608 -7.22011 4.16053 -0.690 -0.345 0.580
C 2.06103 4.63037 1.05363 0.034 0.092 -0.194
C 5.82361 2.73234 -2.61183 -0.109 0.086 -0.094
C -3.68515 -6.27125 2.28008 0.461 0.186 -0.490
C 3.26882 2.60038 -3.71776 0.227 -0.074 0.137
C 1.95430 3.66243 2.16900 0.183 -0.662 -0.046
C 1.33051 6.46324 2.58284 -0.200 0.969 0.193
C 1.32384 3.23100 4.53463 -0.079 0.010 0.236
C -4.53966 -7.43212 1.94669 -0.093 -0.206 -0.165
C 0.20991 3.47799 -5.83850 -0.128 0.126 -0.123
C 1.79598 6.86324 0.17231 0.059 -0.031 -0.221
C 1.93531 5.54751 -6.55063 -0.166 0.073 -0.115
C 1.73582 5.97308 1.24527 0.079 -0.023 -0.398
C -0.20836 4.45845 -6.72999 0.117 -0.068 0.109
C -3.83072 -5.63032 3.60728 0.057 0.163 0.228
C -4.11858 -4.38216 6.08053 -0.046 -0.122 -0.113
C -5.16181 -9.17869 0.40454 0.047 0.132 0.113
C 1.48467 4.14023 3.48862 -0.082 -0.042 0.268
C 2.53936 5.07710 -1.26523 -0.068 0.004 0.126
B -0.32287 -4.35750 -2.13049 -0.841 -1.526 -0.831
H 0.58057 6.98521 5.11775 0.057 -0.096 -0.188
H 1.52778 2.17693 4.37933 0.046 0.166 -0.116
H -6.68775 -10.53354 1.08603 0.049 0.089 0.034
H 0.31856 6.26969 -7.76508 0.046 -0.077 0.059
H 2.22590 0.18698 -0.47849 -0.513 -0.654 -0.218
H 2.60157 6.35670 -6.83002 0.045 -0.176 0.112
H 2.85677 4.72623 -2.23986 -0.023 0.059 0.132
H 2.97270 0.90609 -2.42264 -0.015 0.121 -0.308
H 1.53086 7.90583 0.31182 0.020 -0.154 0.157
H -5.72181 -5.76529 6.42941 0.053 -0.092 -0.189
H 5.23295 1.02973 -1.43597 0.004 0.056 -0.074
H -1.20753 4.41608 -7.15003 0.097 -0.004 0.043
H -2.46701 -3.14406 5.47297 -0.063 -0.072 -0.021
H 0.30887 5.37080 6.96543 0.034 -0.023 -0.099
H 0.76671 2.96384 6.59146 0.026 0.065 -0.079
H 0.43753 -5.33143 -3.69540 -0.747 0.102 -0.173
H -0.46522 2.67388 -5.56651 0.183 0.046 0.062
H 2.23041 7.10437 -1.91823 0.009 -0.055 0.085
H -1.63927 -1.87475 -0.81495 1.472 0.251 -0.165
H 6.81915 2.78169 -2.18415 -0.099 0.000 -0.046
H -3.66217 -7.69963 -0.00486 -0.030 0.056 0.191
H -0.13765 0.25468 -0.16573 1.257 -1.230 -0.639
H -4.23352 -3.89315 7.04193 0.003 -0.057 -0.088
H 2.39948 -3.48015 -2.23522 -0.834 1.448 0.879
H -2.21831 -4.23928 3.27477 -0.141 -0.153 -0.022
H 6.13157 4.42717 -3.89145 -0.207 -0.024 -0.063
H 2.74156 3.14837 -0.35244 -0.023 0.109 0.134
H -6.98199 -9.39953 3.25887 0.121 0.183 0.015
H -0.31571 -5.23411 -0.28114 -0.749 -0.199 -0.324
H -1.77812 -4.69179 -0.73611 0.293 -0.863 -0.025
H -5.03918 -9.67362 -0.55292 -0.005 0.052 0.091
```
Positions in Å, forces in eV/Å.

As for the charge: +1. The calculation puts the highest occupied orbital energy at -11.41 eV. The value obtained for the relative energy (zero: lowest compared OMol25 entry of this formula, charge and spin) is 48.2 kcal per mole. The gap between HOMO and LUMO is 6.375 eV.